No. 1
Molecular formula: C30H84Cl9O36P9
Method: DFT, the ωB97M-V functional and the def2-TZVPD basis

CARTESIAN COORDINATES (ANGSTROEM)
Cl: 8.25423 -7.56567 6.12920
Cl: 12.05672 -9.84948 2.71217
Cl: 10.22704 -7.56962 3.33004
Cl: 5.32902 -7.58573 6.25165
Cl: 6.49445 -2.05013 9.92122
Cl: 12.31646 -8.29560 5.11003
Cl: 7.33748 -3.57503 7.50994
Cl: 6.92169 -9.31295 7.94175
Cl: 4.88163 -4.14452 8.86678
P: 12.66447 -5.78664 -0.24624
P: 1.97250 0.63329 7.93699
P: 5.44501 1.95244 1.65894
P: -0.10589 -4.98896 7.31748
P: 6.86572 -9.67314 2.58929
P: 5.57760 -3.79196 3.32976
P: 8.42574 -5.88390 -2.52314
P: 0.35481 -8.37115 0.82726
P: 12.09165 -1.51986 3.29849
O: 8.08437 -10.00420 3.28796
O: 4.86840 2.05707 3.11795
O: 5.59369 -10.28398 3.25849
O: 12.38485 -1.12252 4.69560
O: 8.41783 -7.19693 -1.88462
O: 5.64009 -2.60798 4.45887
O: 2.49523 -0.11637 9.12728
O: 2.08047 -0.22804 6.52826
O: 5.68337 3.52963 1.33259
O: 0.42479 -6.75619 0.97179
O: 13.31563 -1.68922 2.25975
O: 4.12689 1.57236 0.78322
O: 8.17312 -5.90130 -4.10441
O: 9.74972 -4.95662 -2.30597
O: 14.06181 -6.50057 0.11297
O: 0.37062 1.02691 8.00400
O: 1.86258 -8.75332 1.27695
O: 2.76031 2.02847 7.76793
O: -0.83984 -9.03825 1.51071
O: 0.52128 -4.72520 5.92445
O: 0.39209 -4.07751 8.56089
O: 11.39576 -2.93256 3.10540
O: 7.14649 -4.91015 -2.05887
O: 11.90166 -5.65203 1.17500
O: 0.13839 -6.52972 7.84680
O: 10.98710 -0.55284 2.72844
O: 6.50660 -8.05975 2.72820
O: 6.41462 -4.98658 4.00087
O: 6.63865 1.05874 1.50762
O: 0.48432 -8.54251 -0.76732
O: 6.02394 -3.40342 1.96400
O: -1.70766 -4.88709 7.36205
O: 12.77704 -4.53470 -0.96442
O: 6.66293 -9.98655 1.01513
O: 3.98548 -4.20223 3.20017
O: 11.81520 -6.86219 -1.17112
C: 3.35619 -0.40198 5.94683
C: 1.49327 -6.83531 8.13928
C: 2.13295 -9.86002 2.06430
C: 3.24878 -4.59825 4.34941
C: 7.85463 -4.82925 4.06226
C: -0.60022 -8.53666 -1.69843
C: 12.99062 -1.99801 0.92195
C: 0.00575 1.82098 9.02023
C: 5.45778 -7.43704 2.06753
C: 11.98791 -3.98687 3.81612
C: 0.90221 -6.18736 2.16704
C: 6.06220 -1.30098 4.07313
C: 5.58142 -11.55252 3.83759
C: 11.85431 -8.26762 -0.80558
C: 9.27033 -5.73978 -4.98224
C: 10.47157 -5.28971 1.07428
C: 6.82935 -8.56806 6.36328
C: 6.54819 -3.61452 9.07501
C: 15.11946 -6.45238 -0.81538
C: 9.78625 -3.47510 -2.55209
C: 5.90710 3.96510 -0.00187
C: 9.75626 -0.25812 3.52979
C: 6.97090 -4.61182 -0.67547
C: 5.67424 2.69470 4.08712
C: 2.39537 2.90139 6.65030
C: 0.64852 -2.64602 8.29251
C: 3.83514 0.19199 0.49551
C: 11.24871 -8.92998 3.94595
C: -2.31516 -5.04181 8.65737
C: 7.80430 -9.74170 0.16048
H: 5.16915 3.57388 4.48717
H: 10.35497 -3.18727 -3.43629
H: 3.42815 0.13457 -0.51403
H: 1.70538 -2.48487 8.07995
H: 9.37706 -4.66180 -5.10339
H: 9.84285 -6.11880 0.74960
H: 8.78859 -3.03876 -2.60088
H: 9.59704 0.76378 3.87401
H: 10.50308 -9.58139 4.40180
H: 0.83944 2.07877 9.67338
H: 7.05739 -4.31791 9.73384
H: 6.70629 2.73715 3.73902
H: 12.69678 -8.54040 -0.17003
H: 6.32131 -0.59467 4.86186
H: 10.87845 -8.71481 -0.61632
H: 5.71414 2.08268 4.98819
H: 7.46704 -5.39307 -0.09962
H: 0.12427 -2.23465 7.42993
H: 4.05298 -0.38977 6.78495
H: 9.24569 -5.96617 -6.04818
H: 3.03624 3.76832 6.48959
H: 2.31932 2.44690 5.66249
H: 11.93955 -2.28668 0.92676
H: 3.70520 0.53067 5.50359
H: 6.82265 -1.30982 3.29226
H: 13.62869 -2.73759 0.43822
H: 3.63609 -4.38138 5.34492
H: 10.16855 -6.23679 -4.61579
H: 8.90529 -0.54674 2.91283
H: 8.15461 -4.95323 5.10281
H: 6.07790 -6.92596 1.33109
H: 3.33985 -5.68372 4.30973
H: 1.54669 -10.75041 1.83711
H: 9.71323 -0.91056 4.40190
H: 1.61713 -5.42247 1.86381
H: 6.79488 -9.38337 5.64065
H: 4.72982 -6.81053 2.58296
H: 8.40243 -4.01146 3.59404
H: 8.64488 -9.17812 0.56532
H: 2.17838 -5.98772 8.12108
H: 14.69991 -6.46421 -1.82133
H: 12.42245 -4.78640 3.21609
H: 15.72654 -7.32379 -0.57006
H: -1.65125 -5.05719 9.52172
H: 12.00409 -8.84345 -1.71886
H: 10.17214 -4.84647 2.02401
H: 0.05601 -5.81095 2.74180
H: 4.73904 -0.38978 0.67610
H: -2.68327 -6.05549 8.81559
H: 5.12353 -11.44170 4.82052
H: 1.42401 3.34455 6.86977
H: -3.19180 -4.40152 8.75552
H: -1.32111 -9.22504 -1.25734
H: 2.20266 -4.30634 4.25705
H: -0.88134 -7.49238 -1.83461
H: 13.02409 -1.02510 0.43162
H: 3.19712 -10.04554 1.91859
H: 5.19292 -0.80489 3.64147
H: 11.19890 -4.63385 4.19948
H: 4.96493 4.44401 -0.26842
H: -0.64868 1.37525 9.76933
H: 5.95008 -4.54035 -0.30007
H: 7.41374 -3.61910 -0.59485
H: 6.83287 4.54020 0.01587
H: 1.45585 -7.21988 9.15850
H: 1.89273 -9.73572 3.12021
H: 6.52771 -12.09288 3.86282
H: 3.02419 -0.10336 1.16126
H: 10.39270 -4.52237 0.30417
H: 8.23689 -10.59208 -0.36662
H: 8.25024 -5.60641 3.40835
H: 1.84548 -7.59015 7.43624
H: 12.61192 -3.69487 4.66077
H: 6.18276 3.17334 -0.69845
H: 15.78311 -5.59484 -0.70448
H: 1.42618 -6.84852 2.85727
H: 7.44287 -9.05267 -0.60287
H: 10.36950 -3.13805 -1.69517
H: 4.74785 -12.13523 3.44553
H: 4.83298 -8.08083 1.44845
H: 0.35170 -1.87263 9.00094
H: -0.16937 -8.85825 -2.64661
H: -0.49263 2.70525 8.62299
H: 3.60298 -1.31894 5.41168

The maximum force is 6.31 eV/Å. Its spin multiplicity is 2. The frontier orbital gap (alpha / beta) is 9.06 / 1.79 eV. As for the net charge: +1.

No. 2
Molecular formula: C30H84InN6NaO13S
Method: DFT, the ωB97M-V functional and the def2-TZVPD basis

CARTESIAN COORDINATES (ANGSTROEM)
In: -2.14993 -0.00198 -6.43892
S: -1.02517 -0.50767 -0.63985
Na: 2.88539 2.69379 -1.41327
O: -6.04844 5.05661 -1.15614
O: 1.31250 -3.22431 9.04420
O: -4.74910 4.23166 6.54863
O: -0.18647 -0.88600 -1.74584
O: -0.46596 0.63017 0.06470
O: 8.80896 -3.19962 -4.36489
O: 2.79062 -5.77917 1.05749
O: -1.33594 -1.64408 0.14986
O: -7.71208 -1.91299 -0.14604
O: -2.25527 -0.02993 -1.31820
O: -3.93144 -6.45362 -2.13738
O: 1.96089 -2.78498 -8.01178
O: 4.99469 9.97885 1.48626
N: 5.88680 -1.81114 -2.36578
N: -4.11285 5.01085 -3.37282
N: -2.85885 4.95658 3.31366
N: 3.68992 6.34452 1.56533
N: -0.14308 -4.65026 -7.05112
N: 1.64626 -1.61876 5.72854
C: -7.92771 -2.50650 1.12151
C: 4.10399 -7.88097 0.73945
C: -7.31020 4.61904 -0.64042
C: -5.19290 3.02478 7.17208
C: -5.06344 -7.16588 -1.67117
C: 1.00987 -1.99426 7.02083
C: 1.21491 -2.26892 10.09618
C: 2.74984 -7.19821 0.83071
C: -3.46711 5.30908 4.58929
C: 1.26310 -4.83077 -6.80991
C: 8.09876 -2.79506 -3.14981
C: 5.88114 9.99884 2.62737
C: 2.19048 -4.20165 -7.90358
C: 6.66588 -2.24510 -3.54158
C: -5.27358 -8.38084 -2.54006
C: 5.65781 7.07442 0.48032
C: 4.10026 8.80555 1.47871
C: -4.53113 6.45105 4.37545
C: 1.95511 -2.85555 7.83738
C: 4.68028 7.37999 1.60186
C: -4.00298 4.04609 5.30998
C: -4.41861 7.27081 -3.75751
C: 2.55728 -2.20201 -9.18840
C: -4.69621 6.18657 -2.76139
C: 1.44584 -6.28614 -6.55688
C: 10.12688 -3.66612 -4.12535
C: -9.20030 -3.26030 1.20425
C: -6.11267 5.97124 -2.28972
C: 6.67990 -1.13252 -4.52194
C: -0.29460 -2.64030 6.61876
H: -7.73267 5.47981 -0.12206
H: -8.00884 -1.69306 1.84251
H: 1.95323 -4.67838 -8.85466
H: 5.65361 -0.86774 -4.77635
H: -5.46696 -8.12584 -3.58202
H: 5.22424 7.33670 2.54543
H: -2.62930 5.73240 5.14334
H: -4.10537 4.34236 -2.61574
H: 3.52421 8.86025 0.55498
H: -3.59080 -5.84257 -1.47997
H: -6.65843 5.47410 -3.09166
H: -3.16920 3.42577 5.63878
H: -7.10439 3.91328 0.16434
H: 0.80192 -1.40318 5.21794
H: -3.62527 4.76378 2.68474
H: 1.86448 -5.55302 0.94466
H: -0.14420 -3.59275 6.11049
H: -5.19106 7.22509 -4.52519
H: -4.50778 2.70671 7.95792
H: 10.19816 -4.41301 -3.33467
H: 7.95740 -3.55768 -2.38397
H: 1.21768 -6.81529 -7.48210
H: 2.36436 -2.76913 -10.09903
H: 4.03171 5.62220 2.18303
H: 7.31403 -0.32999 -4.14523
H: -9.49401 -3.68053 2.16614
H: -6.18546 3.30188 7.52725
H: 5.23655 10.30757 3.45035
H: 7.18440 -1.51814 -5.40788
H: 2.14382 -7.46156 -0.03619
H: -6.13171 -8.94492 -2.17464
H: 8.58659 -1.91856 -2.72337
H: 2.45526 -6.59461 -6.28485
H: 6.43698 9.11327 2.93546
H: -0.80546 -1.89471 6.00948
H: -5.27776 2.11933 6.57119
H: 3.23617 -4.40452 -7.67235
H: 5.09398 7.04657 -0.45210
H: -4.16691 7.36633 4.84205
H: -0.57417 -5.17388 -6.30273
H: -6.00354 -6.61504 -1.70110
H: -5.45156 6.16049 4.88189
H: 10.85706 -2.86722 -3.99612
H: 6.72979 10.67785 2.54470
H: 3.63453 -2.28842 -9.04637
H: 10.45846 -4.10043 -5.06850
H: -8.03947 4.21707 -1.34376
H: 4.71084 -7.59486 -0.11961
H: -3.48355 7.25468 -4.31741
H: 6.08211 6.08059 0.62304
H: -7.17151 -3.27121 1.29895
H: -4.13498 6.38852 -1.84906
H: 0.85329 -1.06888 7.57513
H: -3.11655 5.16356 -3.43736
H: -4.66254 6.69784 3.32192
H: 2.94934 -2.43191 7.97923
H: 0.81544 -6.67990 -5.75960
H: 2.08319 -3.78744 7.28666
H: -6.98891 -1.30411 0.02098
H: 6.43315 7.84024 0.45879
H: -2.32693 4.09964 3.36669
H: 2.01967 -2.43941 5.27334
H: 5.73323 -2.57194 -1.71949
H: -6.54067 6.89764 -1.90672
H: 2.74642 6.59571 1.82382
H: 0.88553 -1.25722 9.85938
H: 6.19982 -3.14770 -3.93680
H: 3.35752 9.05443 2.23667
H: -0.90017 -2.88146 7.49239
H: 3.89692 -8.95106 0.75072
H: 2.23041 -2.24655 10.49162
H: 1.53246 -4.34134 -5.87396
H: -4.59439 3.40033 4.66089
H: 2.10140 -7.60009 1.60924
H: -9.23577 -3.95318 0.36356
H: 2.34187 -1.14739 -9.36011
H: -9.99550 -2.63095 0.80466
H: 0.54747 -2.58848 10.89648
H: -4.93801 -7.38191 -0.61018
H: -0.32530 -5.03580 -7.96668
H: 4.74742 -7.79230 1.61478
H: 4.96895 -1.72538 -2.77846
H: -4.39347 -9.02343 -2.51548
H: -4.41341 8.26715 -3.31549

The maximum force is 2.75 eV/Å. Its spin multiplicity is 1. The frontier orbital gap is 1.70 eV. As for the net charge: +2.